<one>
This record from the Open Molecules 2025 dataset describes a cluster of 10 separate species, C20H60O10 in total. The level of theory is ωB97M-V with the def2-TZVPD basis set.

ORCA input file:
```
! RIJCOSX wB97M-V def2-TZVPD def2/J DEFGRID3
* xyz 0 1
C 6.47 18.16 -12.58
C 6.53 19.75 -12.52
O 5.24 20.29 -12.78
H 7.40 17.85 -12.11
H 6.49 17.98 -13.65
H 5.53 17.78 -12.17
H 7.32 20.19 -13.13
H 6.84 20.07 -11.53
H 4.65 19.67 -12.35
C 0.27 18.03 -16.71
C -0.36 18.86 -17.87
O -1.81 18.91 -17.68
H -0.18 17.06 -16.50
H 0.02 18.63 -15.83
H 1.34 17.93 -16.90
H -0.09 18.44 -18.84
H 0.02 19.88 -17.98
H -2.06 17.99 -17.81
C 4.18 17.07 -19.68
C 4.71 16.00 -20.70
O 3.89 16.19 -21.84
H 3.09 17.16 -19.62
H 4.43 18.07 -20.01
H 4.65 16.87 -18.71
H 4.55 14.99 -20.32
H 5.77 16.22 -20.75
H 4.24 15.58 -22.50
C 7.58 14.04 -20.09
C 7.67 12.55 -20.47
O 7.19 11.61 -19.42
H 6.60 14.35 -19.71
H 7.84 14.76 -20.86
H 8.28 14.24 -19.27
H 8.65 12.17 -20.76
H 7.04 12.50 -21.36
H 6.31 11.37 -19.73
C -0.14 14.44 -18.17
C -0.39 15.31 -19.45
O -1.59 15.01 -20.07
H 0.82 14.78 -17.76
H 0.05 13.40 -18.41
H -0.95 14.52 -17.44
H 0.38 15.00 -20.15
H -0.37 16.40 -19.38
H -1.43 14.61 -20.93
C 3.25 20.30 -17.36
C 4.00 21.61 -17.56
O 3.60 22.50 -16.53
H 3.61 19.77 -16.48
H 3.36 19.72 -18.28
H 2.18 20.46 -17.33
H 3.84 22.09 -18.53
H 5.09 21.58 -17.57
H 4.22 22.43 -15.80
C 4.50 14.77 -10.86
C 3.33 14.77 -11.89
O 2.57 15.91 -11.49
H 5.26 14.05 -11.14
H 4.14 14.62 -9.84
H 4.97 15.75 -10.81
H 2.76 13.85 -11.95
H 3.71 14.82 -12.91
H 1.66 15.75 -11.72
C 3.59 15.86 -16.23
C 4.96 15.22 -16.00
O 5.81 15.41 -17.05
H 3.57 16.95 -16.37
H 2.84 15.73 -15.45
H 3.20 15.45 -17.16
H 4.84 14.18 -15.69
H 5.42 15.68 -15.12
H 6.59 14.86 -17.00
C 9.86 13.46 -16.10
C 8.57 12.67 -16.20
O 7.60 13.17 -17.05
H 10.56 12.68 -15.80
H 9.86 14.30 -15.42
H 10.04 13.82 -17.12
H 8.15 12.60 -15.20
H 8.80 11.64 -16.47
H 7.65 12.68 -17.88
C -0.17 14.99 -14.06
C -0.79 14.56 -12.67
O -0.27 15.39 -11.67
H -0.91 15.60 -14.57
H -0.14 14.14 -14.73
H 0.79 15.49 -13.91
H -0.46 13.52 -12.63
H -1.86 14.41 -12.52
H -0.66 16.26 -11.75
*
```

Properties
LUMO, eV: 0.23
Frontier orbital gap, eV: 10.01
HOMO, Ha: -0.359

Atom charges from the Mulliken analysis, given in e for atoms 1 to 8:
1 C -0.63
2 C -0.38
3 O -0.49
4 H 0.35
5 H 0.16
6 H 0.11
7 H 0.34
8 H 0.26



<two>
This record from the Open Molecules 2025 dataset describes a cluster of 10 separate species, C20H60O10 in total. The level of theory is ωB97M-V with the def2-TZVPD basis set.

ORCA input file:
```
! RIJCOSX wB97M-V def2-TZVPD def2/J DEFGRID3
* xyz 0 1
C 4.91 -2.73 -1.10
O 4.83 -3.72 -0.06
H 5.11 -1.78 -0.65
H 5.70 -3.00 -1.81
H 3.93 -2.63 -1.69
H 3.96 -4.14 -0.19
C 0.59 1.57 3.04
O -0.17 0.49 3.46
H 0.14 1.91 2.13
H 0.55 2.41 3.70
H 1.57 1.36 2.71
H 0.23 0.07 4.19
C -4.41 3.21 -4.79
C -4.63 2.39 -3.58
C -5.53 1.23 -4.02
O -3.42 1.92 -2.99
H -3.86 2.57 -5.50
H -3.94 4.15 -4.61
H -5.33 3.42 -5.26
H -5.15 2.97 -2.81
H -5.20 0.68 -4.89
H -6.57 1.59 -4.14
H -5.72 0.58 -3.17
H -2.64 2.44 -3.22
C -2.90 3.13 2.88
C -3.83 3.04 1.71
C -3.25 3.91 0.55
O -4.02 1.67 1.19
H -2.82 4.17 3.22
H -1.91 2.88 2.67
H -3.25 2.59 3.77
H -4.82 3.36 2.05
H -3.53 4.94 0.91
H -3.80 3.75 -0.39
H -2.18 3.82 0.42
H -3.17 1.47 0.77
C -4.08 -3.23 -4.80
C -4.18 -2.18 -3.70
C -4.07 -2.87 -2.31
O -3.07 -1.26 -3.86
H -3.09 -3.65 -4.78
H -4.20 -2.67 -5.76
H -4.80 -4.07 -4.68
H -5.11 -1.57 -3.79
H -4.96 -3.55 -2.06
H -3.85 -2.08 -1.62
H -3.15 -3.45 -2.44
H -3.20 -0.46 -3.27
C -0.77 0.55 -1.48
C -0.64 -0.17 -0.18
C 0.75 -0.66 0.17
O -1.20 0.61 0.90
H 0.14 1.13 -1.83
H -1.67 1.20 -1.33
H -1.10 -0.11 -2.26
H -1.06 -1.15 -0.23
H 0.69 -1.34 1.01
H 1.47 0.16 0.37
H 1.37 -1.18 -0.56
H -0.99 0.21 1.74
C 2.60 -1.97 4.47
C 3.58 -2.26 3.43
C 4.79 -1.38 3.59
O 3.98 -3.67 3.63
H 3.12 -1.75 5.45
H 1.84 -2.73 4.70
H 2.06 -1.02 4.41
H 3.08 -2.21 2.44
H 5.49 -1.50 2.72
H 5.26 -1.60 4.56
H 4.44 -0.38 3.43
H 4.26 -3.97 2.72
C 5.67 1.64 -0.22
C 4.70 2.77 0.27
C 4.49 2.69 1.74
O 5.32 4.03 -0.05
H 6.55 1.76 0.32
H 5.83 1.77 -1.30
H 5.12 0.71 0.02
H 3.77 2.62 -0.24
H 4.23 1.73 2.11
H 3.83 3.44 2.11
H 5.40 3.00 2.25
H 4.76 4.83 0.06
O 2.11 -5.78 2.57
H 1.47 -6.10 3.24
H 2.48 -4.95 2.96
O 1.98 -4.62 0.00
H 1.87 -4.99 0.91
H 1.19 -4.01 -0.10
*
```

Properties
LUMO, eV: 0.30
Frontier orbital gap, eV: 9.94
HOMO, Ha: -0.354

Atom charges from the Mulliken analysis, given in e for atoms 1 to 8:
1 C -0.21
2 O -0.46
3 H -0.12
4 H 0.26
5 H 0.22
6 H 0.35
7 C -0.56
8 O -0.57



It is <two> that is the most stable of them.



<one>
This record from the Open Molecules 2025 dataset describes a cluster of 16 separate species, H32O16 in total. The level of theory is ωB97M-V with the def2-TZVPD basis set.

ORCA input file:
```
! RIJCOSX wB97M-V def2-TZVPD def2/J DEFGRID3
* xyz 0 1
O 1.56 2.42 -2.13
H 1.08 1.65 -1.89
H 2.47 2.31 -1.94
O -0.72 -2.80 -0.79
H -0.26 -3.41 -0.20
H -0.33 -2.98 -1.64
O 1.88 -4.58 -3.36
H 1.83 -4.07 -4.15
H 1.41 -4.10 -2.65
O 2.61 -0.40 2.20
H 2.17 0.33 2.59
H 3.03 -0.01 1.46
O -5.05 1.27 0.87
H -4.45 0.76 0.34
H -4.35 1.81 1.30
O 1.31 1.61 1.36
H 1.53 1.89 0.43
H 1.44 2.32 2.01
O -0.55 0.39 -3.91
H -1.25 0.84 -3.45
H -0.05 0.88 -4.57
O -3.54 -2.39 1.19
H -3.23 -3.17 1.63
H -2.98 -1.80 0.69
O 0.59 4.66 1.62
H 1.21 5.02 1.00
H 0.11 5.42 1.95
O -0.19 1.17 4.21
H -0.82 1.83 4.53
H 0.03 1.37 3.24
O 0.55 0.26 -0.71
H 1.20 -0.52 -0.74
H -0.18 -0.23 -1.10
O 2.44 -2.26 -1.42
H 3.07 -1.78 -0.84
H 2.36 -1.64 -2.17
O -1.60 -0.09 1.03
H -0.82 -0.49 1.32
H -1.78 0.72 1.51
O 4.03 0.09 -0.51
H 4.71 -0.26 0.10
H 4.53 0.69 -1.04
O -0.32 -3.95 2.10
H -1.14 -3.59 2.56
H 0.39 -3.49 2.58
O -4.30 2.73 -1.59
H -4.91 2.00 -1.61
H -4.71 3.57 -1.41
*
```

Properties
LUMO, eV: -0.34
Frontier orbital gap, eV: 10.19
HOMO, Ha: -0.387

Atom charges from the Mulliken analysis, given in e for atoms 1 to 8:
1 O -0.64
2 H 0.44
3 H 0.27
4 O -0.52
5 H 0.31
6 H 0.24
7 O -0.62
8 H 0.31



<two>
This record from the Open Molecules 2025 dataset describes a cluster of 16 separate species, H32O16 in total. The level of theory is ωB97M-V with the def2-TZVPD basis set.

ORCA input file:
```
! RIJCOSX wB97M-V def2-TZVPD def2/J DEFGRID3
* xyz 0 1
O -9.87 25.74 -22.00
H -9.29 25.23 -21.51
H -10.76 25.55 -21.75
O -5.53 21.28 -20.32
H -5.43 20.74 -19.53
H -4.70 21.02 -20.70
O -8.96 21.94 -17.37
H -8.48 22.58 -17.90
H -8.78 22.11 -16.43
O -7.32 25.16 -20.91
H -7.66 25.87 -20.41
H -6.79 25.54 -21.68
O -7.41 27.09 -18.98
H -8.22 27.45 -18.58
H -7.33 26.35 -18.36
O -6.52 22.60 -16.27
H -6.52 23.42 -15.72
H -5.80 22.66 -16.87
O -6.93 19.99 -17.79
H -7.32 20.88 -17.69
H -6.15 20.04 -17.26
O -6.59 19.84 -22.57
H -6.64 18.89 -22.56
H -6.47 20.09 -21.61
O -5.47 25.19 -18.13
H -4.94 25.45 -18.88
H -5.82 24.42 -18.49
O -8.11 24.82 -17.11
H -8.12 25.02 -16.17
H -7.70 23.93 -17.00
O -4.37 22.49 -17.80
H -3.89 21.80 -17.30
H -4.21 22.31 -18.71
O -4.05 23.72 -21.05
H -3.62 22.97 -20.60
H -4.76 23.45 -21.67
O -9.78 22.99 -20.15
H -10.43 23.05 -20.82
H -9.11 22.48 -20.55
O -7.21 23.05 -19.28
H -6.71 22.50 -19.86
H -7.42 23.79 -19.91
O -8.33 21.95 -22.07
H -7.41 21.95 -22.28
H -8.22 21.00 -21.83
O -7.91 19.81 -20.15
H -7.59 19.72 -19.23
H -8.01 18.92 -20.43
*
```

Properties
LUMO, eV: -0.80
Frontier orbital gap, eV: 9.25
HOMO, Ha: -0.369

Atom charges from the Mulliken analysis, given in e for atoms 1 to 8:
1 O -0.66
2 H 0.40
3 H 0.30
4 O -0.78
5 H 0.29
6 H 0.32
7 O -0.74
8 H 0.14



It is <two> that is the most stable of them.



<one>
This record from the Open Molecules 2025 dataset describes a cluster of 16 separate species, H32O16 in total. The level of theory is ωB97M-V with the def2-TZVPD basis set.

ORCA input file:
```
! RIJCOSX wB97M-V def2-TZVPD def2/J DEFGRID3
* xyz 0 1
O -0.03 -1.96 3.57
H -0.40 -1.20 3.91
H -0.61 -2.04 2.76
O 2.91 0.34 0.48
H 1.97 0.27 0.34
H 3.13 -0.45 1.01
O -1.38 0.64 -4.34
H -1.09 0.72 -3.48
H -0.64 1.13 -4.79
O 0.39 0.75 2.17
H 1.08 0.47 2.74
H 0.63 1.68 2.07
O -0.95 1.46 -1.69
H -1.84 1.79 -1.95
H -0.22 2.09 -1.82
O -1.20 3.08 0.59
H -0.61 2.94 -0.13
H -2.02 3.38 0.18
O -2.38 0.48 0.72
H -2.47 0.52 -0.24
H -1.86 1.23 0.93
O 0.43 -1.26 -3.18
H 1.25 -1.65 -2.95
H -0.14 -1.80 -2.71
O 2.48 -1.95 2.30
H 1.59 -1.91 2.66
H 3.04 -1.39 2.83
O 0.39 -0.31 -0.23
H 0.01 0.37 -0.75
H 0.26 -0.11 0.68
O 1.35 2.86 -0.85
H 1.46 3.79 -1.09
H 1.65 2.81 0.03
O -1.78 0.42 3.76
H -1.26 0.65 3.02
H -2.20 1.24 3.90
O -1.53 -2.19 1.23
H -1.81 -1.26 1.03
H -2.37 -2.64 1.57
O 1.58 -2.70 -0.03
H 1.12 -1.91 -0.20
H 2.17 -2.44 0.69
O 1.23 1.17 -3.77
H 0.96 0.33 -3.46
H 2.06 1.32 -3.33
O -1.47 -2.61 -1.67
H -1.27 -2.53 -0.73
H -1.60 -3.55 -1.80
*
```

Properties
LUMO, eV: -0.57
Frontier orbital gap, eV: 9.43
HOMO, Ha: -0.368

Atom charges from the Mulliken analysis, given in e for atoms 1 to 8:
1 O -0.71
2 H 0.32
3 H 0.47
4 O -0.69
5 H 0.18
6 H 0.37
7 O -0.64
8 H 0.28



<two>
This record from the Open Molecules 2025 dataset describes a cluster of 16 separate species, H32O16 in total. The level of theory is ωB97M-V with the def2-TZVPD basis set.

ORCA input file:
```
! RIJCOSX wB97M-V def2-TZVPD def2/J DEFGRID3
* xyz 0 1
O 0.58 4.78 -2.60
H 0.65 4.41 -1.71
H 1.50 4.75 -2.87
O 2.49 1.55 -2.88
H 2.83 0.66 -2.72
H 1.59 1.43 -3.26
O -1.47 0.51 -1.03
H -1.95 1.27 -1.35
H -1.58 -0.34 -1.50
O -2.26 -5.41 1.09
H -2.88 -4.91 1.62
H -1.50 -4.81 1.10
O 0.11 3.62 2.12
H 0.47 2.83 1.67
H -0.07 3.45 3.05
O -0.97 -1.28 4.62
H -0.60 -2.18 4.79
H -1.89 -1.54 4.40
O 0.27 1.71 -4.41
H -0.31 1.93 -5.15
H 0.23 2.55 -3.93
O 2.94 0.10 0.07
H 3.56 0.61 -0.46
H 2.27 0.77 0.34
O -3.64 -1.31 0.99
H -4.15 -0.82 0.35
H -2.72 -1.32 0.71
O -0.55 -2.72 -0.50
H -0.23 -2.95 -1.38
H 0.11 -2.04 -0.24
O 1.05 0.53 3.40
H 0.47 -0.24 3.60
H 1.67 0.28 4.10
O -2.68 4.12 0.80
H -1.92 3.72 1.22
H -3.14 4.69 1.41
O -1.84 -1.51 -3.37
H -2.18 -2.23 -2.83
H -1.14 -1.81 -3.96
O 0.55 1.33 0.53
H -0.03 0.71 0.99
H 0.21 1.25 -0.39
O 1.96 -3.64 -1.37
H 1.63 -3.87 -0.49
H 2.12 -2.69 -1.23
O 3.94 -1.97 2.29
H 3.14 -1.79 2.83
H 3.35 -2.21 1.55
*
```

Properties
LUMO, eV: -0.53
Frontier orbital gap, eV: 10.41
HOMO, Ha: -0.402

Atom charges from the Mulliken analysis, given in e for atoms 1 to 8:
1 O -0.66
2 H 0.32
3 H 0.34
4 O -0.59
5 H 0.32
6 H 0.36
7 O -0.46
8 H 0.22



It is <one> that is the most stable of them.



<one>
This record from the Open Molecules 2025 dataset describes a cluster of 2 separate species, C6H6N2 in total. The level of theory is ωB97M-V with the def2-TZVPD basis set.

ORCA input file:
```
! RIJCOSX wB97M-V def2-TZVPD def2/J DEFGRID3
* xyz 0 1
C -0.74 -1.40 -0.42
C -1.94 0.79 0.16
C 0.98 -0.26 1.98
C 0.71 0.30 0.78
C 0.31 0.28 -1.77
C -0.10 -0.17 -0.39
N -1.20 -2.46 -0.43
N -2.84 1.47 0.37
H 1.61 0.12 2.75
H 0.59 -1.14 2.25
H 1.35 1.11 0.69
H -0.57 0.31 -2.32
H 0.65 1.38 -1.67
H 1.20 -0.34 -1.98
*
```

Properties
LUMO, eV: -1.60
Frontier orbital gap, eV: 9.08
HOMO, Ha: -0.392

Atom charges from the Mulliken analysis, given in e for atoms 1 to 8:
1 C 0.19
2 C 0.12
3 C -0.87
4 C -0.47
5 C -1.27
6 C 1.03
7 N -0.39
8 N -0.42



<two>
This record from the Open Molecules 2025 dataset describes an isolated molecule of C6H6N2. The level of theory is ωB97M-V with the def2-TZVPD basis set.

ORCA input file:
```
! RIJCOSX wB97M-V def2-TZVPD def2/J DEFGRID3
* xyz 0 1
C 1.42 -1.07 0.18
C 1.97 0.22 -0.35
C 1.14 1.26 -0.17
C -0.13 0.75 0.50
C -1.55 0.93 0.03
C -0.05 -0.72 0.27
H 1.65 -1.91 -0.45
H 1.78 -1.32 1.19
H 2.97 0.20 -0.84
H 1.38 2.29 -0.49
H -0.03 1.05 1.53
H -2.22 1.78 -0.03
N -2.07 -0.19 -0.33
N -1.12 -1.27 -0.19
*
```

Properties
LUMO, eV: 0.59
Frontier orbital gap, eV: 10.54
HOMO, Ha: -0.366

Atom charges from the Mulliken analysis, given in e for atoms 1 to 8:
1 C -0.55
2 C -0.36
3 C -0.53
4 C 0.49
5 C -0.38
6 C 0.14
7 H 0.36
8 H 0.26



It is <two> that is the most stable of them.